Record 1
This record from the Open Molecules 2025 dataset describes 11 unconnected molecules or ions with the total composition C66H125N4O36P7 at a distorted geometry. The level of theory is the ωB97M-V functional and the def2-TZVPD basis.

The calculation puts the molecular weight at 1767.54 g/mol. Its SMILES is O=[N+]([O-])c1ccccc1.O=[N+]([O-])c1ccccc1.O=[N+]([O-])c1ccccc1.O=[N+]([O-])c1ccccc1.CCOP(=O)(OCC)OCC.CCOP(=O)(OCC)OCC.CCOP(=O)(OCC)OCC.CCOP(=O)(OCC)OCC.CCOP(=O)(OCC)OCC.CCOP(=O)(OCC)OCC.CCOP(=O)(OCC)OCC. For the frontier orbital gap, the calculation gives 8.57 eV. Its HOMO energy is -9.14 eV. The value obtained for the energy above the lowest of the compared OMol25 structures with the same formula, charge and spin is 0.0000 eV.

Structure (ORCA input):
```
! wB97M-V def2-TZVPD RIJCOSX def2/J DEFGRID3
* xyz 0 1
O -1.72 -5.64 6.92
N -0.86 -5.65 6.07
O -0.13 -6.57 5.88
C -0.59 -4.45 5.30
C -1.40 -3.33 5.44
C -1.12 -2.19 4.67
C 0.03 -2.19 3.85
C 0.87 -3.32 3.73
C 0.53 -4.53 4.42
H -2.25 -3.40 6.10
H -1.82 -1.29 4.75
H 0.32 -1.32 3.30
H 1.69 -3.27 3.05
H 1.13 -5.41 4.29
O 0.88 -3.19 -2.97
N 1.84 -3.90 -3.26
O 1.81 -5.07 -3.61
C 3.15 -3.34 -3.11
C 4.23 -4.14 -3.56
C 5.46 -3.59 -3.47
C 5.62 -2.29 -2.95
C 4.58 -1.56 -2.43
C 3.30 -2.11 -2.52
H 4.08 -5.16 -3.90
H 6.31 -4.09 -3.88
H 6.60 -1.87 -2.96
H 4.69 -0.56 -1.99
H 2.40 -1.69 -2.18
O -1.57 -3.66 -0.83
N -0.63 -4.44 -0.75
O 0.28 -4.41 0.06
C -0.57 -5.56 -1.76
C -1.28 -5.49 -2.96
C -1.16 -6.43 -3.97
C -0.25 -7.51 -3.76
C 0.36 -7.65 -2.52
C 0.22 -6.67 -1.54
H -1.89 -4.57 -3.10
H -1.74 -6.31 -4.90
H -0.20 -8.22 -4.55
H 0.92 -8.55 -2.36
H 0.72 -6.73 -0.54
O 0.60 4.08 0.58
N 0.82 3.26 -0.31
O 1.22 3.52 -1.43
C 0.44 1.85 -0.02
C 0.75 0.92 -0.97
C 0.35 -0.40 -0.79
C -0.45 -0.70 0.26
C -0.85 0.25 1.20
C -0.39 1.56 1.08
H 1.44 1.16 -1.76
H 0.67 -1.16 -1.40
H -0.79 -1.70 0.39
H -1.52 -0.03 2.00
H -0.60 2.38 1.82
C 1.95 4.07 3.71
C 0.51 3.68 4.12
O 0.49 2.47 4.93
P -0.84 2.06 5.61
O -0.75 0.68 6.16
O -1.92 2.41 4.50
C -3.22 1.77 4.60
C -4.09 2.45 5.60
O -1.04 3.12 6.75
C -0.48 2.90 8.03
C -0.58 4.22 8.72
H 1.82 4.96 3.05
H 2.59 4.27 4.55
H 2.40 3.24 3.15
H 0.01 4.51 4.64
H -0.04 3.40 3.17
H -3.63 1.89 3.58
H -3.05 0.77 4.87
H -5.07 2.10 5.19
H -4.02 2.24 6.68
H -4.17 3.56 5.53
H -1.03 2.11 8.55
H 0.60 2.61 7.91
H -0.05 4.98 8.08
H -1.65 4.51 8.77
H -0.13 4.13 9.69
C 6.32 3.94 -3.97
C 5.13 3.01 -3.63
O 5.52 2.17 -2.45
P 5.03 2.51 -1.00
O 3.64 2.07 -0.76
O 6.08 1.72 -0.07
C 7.54 1.85 -0.22
C 8.02 0.36 -0.29
O 5.33 4.05 -0.76
C 4.58 4.65 0.30
C 5.04 6.04 0.48
H 7.22 3.35 -4.02
H 6.17 4.29 -4.98
H 6.42 4.73 -3.27
H 4.14 3.51 -3.38
H 4.91 2.29 -4.36
H 7.80 2.32 -1.21
H 8.00 2.38 0.59
H 7.94 -0.04 0.74
H 7.39 -0.19 -0.95
H 9.07 0.23 -0.51
H 3.50 4.61 0.10
H 4.86 4.06 1.14
H 4.76 6.46 1.41
H 6.08 6.14 0.48
H 4.60 6.63 -0.36
C 7.73 0.13 4.11
C 6.54 -0.48 4.90
O 6.08 -1.57 4.13
P 4.58 -1.91 4.26
O 4.07 -2.95 3.36
O 4.47 -2.15 5.82
C 3.27 -2.50 6.55
C 2.19 -1.45 6.40
O 3.69 -0.58 4.08
C 3.72 0.01 2.75
C 2.88 -0.77 1.77
H 7.37 0.64 3.18
H 8.31 0.82 4.76
H 8.45 -0.72 3.92
H 6.83 -0.84 5.87
H 5.79 0.35 5.06
H 3.02 -3.53 6.27
H 3.59 -2.53 7.56
H 2.60 -0.58 6.94
H 1.87 -1.16 5.44
H 1.30 -1.78 6.98
H 3.26 1.00 2.90
H 4.70 0.14 2.40
H 3.11 -1.81 1.79
H 1.84 -0.64 2.16
H 2.87 -0.32 0.76
C -4.02 -1.12 0.45
C -3.52 -0.30 -0.71
O -3.72 1.13 -0.32
P -3.36 2.29 -1.31
O -2.08 2.16 -2.02
O -4.44 2.25 -2.50
C -5.76 2.66 -2.25
C -6.61 1.68 -1.41
O -3.69 3.54 -0.33
C -2.69 4.59 -0.33
C -3.18 5.85 -1.09
H -3.64 -0.90 1.42
H -5.12 -0.94 0.54
H -3.92 -2.20 0.24
H -2.47 -0.44 -0.93
H -4.00 -0.49 -1.69
H -5.83 3.63 -1.72
H -6.11 2.77 -3.28
H -7.62 2.13 -1.19
H -6.75 0.75 -1.98
H -6.13 1.44 -0.48
H -2.54 4.92 0.72
H -1.78 4.17 -0.72
H -3.25 5.84 -2.15
H -4.05 6.35 -0.67
H -2.39 6.63 -0.86
C -4.85 -4.03 -3.93
C -4.09 -3.23 -2.82
O -2.99 -2.46 -3.34
P -3.11 -1.68 -4.73
O -3.65 -2.45 -5.85
O -1.64 -1.24 -5.00
C -0.94 -0.27 -4.20
C -1.11 1.20 -4.70
O -3.93 -0.43 -4.29
C -4.61 0.44 -5.13
C -6.03 -0.05 -5.38
H -4.16 -4.66 -4.49
H -5.58 -4.64 -3.41
H -5.40 -3.28 -4.55
H -4.69 -2.47 -2.24
H -3.68 -3.90 -2.07
H -1.22 -0.42 -3.18
H 0.11 -0.61 -4.24
H -0.61 1.37 -5.67
H -2.12 1.52 -4.91
H -0.72 1.87 -3.90
H -4.59 1.41 -4.60
H -4.06 0.59 -6.03
H -6.50 0.61 -6.15
H -6.06 -1.03 -5.80
H -6.64 -0.04 -4.48
C 1.72 -0.74 -6.49
C 2.05 0.58 -5.83
O 1.48 1.59 -6.66
P 2.26 2.76 -7.37
O 3.71 2.82 -7.07
O 1.92 2.55 -8.90
C 2.43 3.47 -9.80
C 3.63 2.87 -10.53
O 1.43 4.03 -6.96
C 1.50 4.59 -5.60
C 0.33 5.46 -5.17
H 2.04 -1.53 -5.81
H 0.63 -0.96 -6.43
H 2.12 -0.78 -7.53
H 1.52 0.73 -4.85
H 3.05 0.78 -5.77
H 1.61 3.68 -10.48
H 2.60 4.44 -9.38
H 4.42 2.67 -9.82
H 3.29 1.87 -10.83
H 3.97 3.46 -11.35
H 1.58 3.78 -4.89
H 2.44 5.20 -5.67
H -0.61 4.93 -5.03
H 0.66 5.89 -4.22
H 0.19 6.21 -5.98
C -5.07 -3.82 7.42
C -5.29 -2.74 6.37
O -5.21 -3.41 5.12
P -5.09 -2.45 3.83
O -4.13 -1.35 3.98
O -4.78 -3.43 2.66
C -3.61 -4.30 2.60
C -3.67 -5.10 1.30
O -6.56 -2.01 3.42
C -7.00 -0.69 3.67
C -7.65 -0.13 2.47
H -5.51 -3.48 8.35
H -5.50 -4.76 7.07
H -4.03 -4.03 7.56
H -6.23 -2.25 6.49
H -4.48 -2.03 6.40
H -2.63 -3.85 2.68
H -3.72 -4.96 3.48
H -2.98 -5.94 1.43
H -4.69 -5.45 1.21
H -3.42 -4.48 0.49
H -7.85 -0.79 4.37
H -6.22 -0.09 4.04
H -8.40 -0.81 2.04
H -8.12 0.84 2.59
H -6.93 -0.02 1.63
*
```

Record 2
This record from the Open Molecules 2025 dataset describes 8 unconnected molecules or ions with the total composition C66H141N7O8 at a distorted geometry. The level of theory is the ωB97M-V functional and the def2-TZVPD basis.

The calculation puts the molecular weight at 1160.89 g/mol. Its SMILES is CC1(C)CCCC(C)(C)N1O.CC1(C)CCCC(C)(C)N1O.CC1(C)CCCC(C)(C)N1O.CC1(C)CCCC(C)(C)N1O.CC1(C)CCCC(C)(C)N1O.CC1(C)CCCC(C)(C)N1O.CC1(C)CCCC(C)(C)N1O.CC(C)O. For the frontier orbital gap, the calculation gives 8.36 eV. Its HOMO energy is -7.85 eV. The value obtained for the energy above the lowest of the compared OMol25 structures with the same formula, charge and spin is 6.9456 eV.

Structure (ORCA input):
```
! wB97M-V def2-TZVPD RIJCOSX def2/J DEFGRID3
* xyz 0 1
C 8.19 3.74 3.20
C 7.59 2.65 2.28
C 8.55 2.14 1.11
C 7.40 1.48 3.44
C 6.34 0.47 3.08
C 5.02 1.22 2.85
C 5.08 2.21 1.66
C 5.07 1.47 0.38
C 3.86 3.11 1.67
N 6.31 3.04 1.78
O 6.44 3.97 0.79
H 9.15 3.54 3.67
H 8.38 4.57 2.52
H 7.56 4.12 4.01
H 7.94 1.87 0.24
H 9.19 2.91 0.69
H 9.12 1.22 1.23
H 8.38 1.01 3.46
H 7.20 1.75 4.48
H 6.68 -0.16 2.27
H 6.35 -0.19 3.95
H 4.76 1.77 3.75
H 4.28 0.47 2.60
H 4.11 0.98 0.26
H 5.91 0.77 0.34
H 5.39 2.08 -0.46
H 3.89 3.87 0.88
H 3.74 3.64 2.62
H 3.02 2.42 1.62
H 6.50 3.39 0.03
C 5.07 -3.69 4.77
C 5.83 -4.02 3.40
C 7.30 -3.41 3.61
C 5.90 -5.62 3.22
C 6.33 -5.93 1.73
C 5.43 -5.15 0.77
C 5.49 -3.68 0.87
C 6.85 -3.07 0.38
C 4.37 -3.08 -0.05
N 5.11 -3.37 2.25
O 4.74 -2.02 2.53
H 4.96 -2.61 4.85
H 4.02 -3.97 4.74
H 5.62 -4.07 5.63
H 7.43 -2.33 3.64
H 7.69 -3.88 4.51
H 7.98 -3.83 2.86
H 6.63 -6.05 3.90
H 4.92 -6.07 3.40
H 7.38 -5.67 1.66
H 6.30 -7.02 1.61
H 4.46 -5.64 0.70
H 5.80 -5.48 -0.21
H 7.67 -3.78 0.52
H 7.17 -2.22 0.98
H 6.92 -3.01 -0.71
H 4.56 -2.01 0.04
H 3.38 -3.40 0.29
H 4.47 -3.34 -1.10
H 5.60 -1.60 2.59
C -0.47 5.19 1.39
C -0.60 5.17 2.91
C 0.75 4.81 3.51
C -1.00 6.62 3.35
C -1.80 6.56 4.65
C -2.85 5.42 4.87
C -2.38 4.00 4.52
C -1.54 3.45 5.66
C -3.62 3.09 4.47
N -1.64 4.09 3.22
O -1.38 2.81 2.78
H 0.03 4.25 1.14
H -1.34 5.04 0.74
H 0.00 6.10 1.04
H 1.60 5.45 3.31
H 0.80 4.68 4.59
H 1.01 3.86 3.03
H -0.13 7.27 3.49
H -1.64 7.20 2.68
H -1.08 6.45 5.46
H -2.35 7.50 4.75
H -3.66 5.74 4.20
H -3.03 5.43 5.94
H -1.39 2.38 5.50
H -2.06 3.57 6.61
H -0.55 3.91 5.77
H -3.27 2.06 4.41
H -4.09 3.35 3.52
H -4.36 3.21 5.27
H -2.01 2.79 2.05
C 2.10 0.50 -4.53
C 2.10 0.08 -6.03
C 2.39 1.37 -6.86
C 3.34 -0.86 -6.42
C 3.01 -2.20 -5.89
C 1.78 -2.77 -6.39
C 0.52 -2.02 -6.00
C -0.70 -2.54 -6.74
C 0.29 -2.18 -4.48
N 0.84 -0.62 -6.37
O -0.29 0.30 -6.22
H 1.41 0.06 -3.82
H 2.95 0.05 -4.02
H 2.23 1.58 -4.40
H 2.01 1.24 -7.87
H 1.84 2.22 -6.45
H 3.46 1.58 -6.85
H 3.49 -0.87 -7.50
H 4.25 -0.50 -5.95
H 3.69 -2.99 -6.21
H 3.04 -2.16 -4.80
H 1.71 -3.71 -5.84
H 1.66 -3.12 -7.42
H -0.64 -2.29 -7.80
H -1.56 -2.00 -6.34
H -0.77 -3.62 -6.60
H 1.14 -2.01 -3.82
H 0.09 -3.23 -4.26
H -0.43 -1.50 -4.02
H -0.33 0.77 -7.05
C -4.16 -3.66 -1.91
C -4.82 -3.18 -3.33
C -3.96 -2.00 -3.94
C -4.68 -4.46 -4.20
C -5.49 -4.43 -5.54
C -6.91 -4.15 -5.26
C -7.18 -2.98 -4.30
C -7.01 -1.74 -5.15
C -8.64 -3.10 -3.80
N -6.20 -2.87 -3.20
O -6.43 -1.74 -2.36
H -3.12 -3.99 -1.97
H -4.20 -2.92 -1.12
H -4.80 -4.44 -1.52
H -3.96 -2.13 -5.02
H -4.29 -1.06 -3.50
H -2.91 -2.24 -3.76
H -3.62 -4.67 -4.40
H -5.16 -5.25 -3.62
H -5.13 -3.74 -6.31
H -5.46 -5.37 -6.08
H -7.55 -4.98 -4.95
H -7.26 -3.90 -6.26
H -7.14 -0.88 -4.50
H -7.61 -1.74 -6.06
H -5.95 -1.62 -5.39
H -9.30 -2.96 -4.65
H -8.94 -2.27 -3.18
H -8.92 -4.06 -3.36
H -5.98 -0.97 -2.72
C -1.29 -3.03 1.03
C -1.40 -1.52 1.58
C -2.89 -1.10 1.90
C -0.58 -1.37 2.82
C 0.89 -1.22 2.51
C 1.16 -0.03 1.62
C 0.38 -0.14 0.21
C 0.51 1.32 -0.48
C 1.18 -1.14 -0.55
N -1.05 -0.49 0.49
O -1.70 -0.79 -0.71
H -0.26 -3.26 0.76
H -1.58 -3.76 1.78
H -1.83 -3.30 0.12
H -3.08 -0.04 2.10
H -3.58 -1.50 1.16
H -3.07 -1.57 2.87
H -0.96 -0.49 3.35
H -0.69 -2.17 3.54
H 1.44 -1.08 3.44
H 1.30 -2.14 2.08
H 2.22 0.17 1.46
H 0.83 0.88 2.12
H -0.07 1.99 0.16
H -0.04 1.26 -1.42
H 1.51 1.69 -0.71
H 2.20 -0.81 -0.76
H 0.80 -1.45 -1.52
H 1.18 -2.08 0.00
H -2.17 0.02 -0.90
C -7.54 4.67 -2.32
C -6.07 4.09 -2.29
C -5.51 4.07 -3.72
C -5.26 5.06 -1.39
C -3.94 4.63 -0.89
C -4.04 3.29 -0.17
C -4.93 2.16 -0.92
C -4.17 1.39 -1.92
C -5.39 1.16 0.19
N -6.11 2.75 -1.64
O -7.07 1.87 -2.15
H -7.40 5.73 -2.54
H -8.12 4.19 -3.11
H -8.02 4.62 -1.35
H -4.59 3.49 -3.63
H -6.04 3.46 -4.44
H -5.42 5.03 -4.22
H -5.17 5.92 -2.06
H -5.82 5.58 -0.62
H -3.30 4.47 -1.76
H -3.50 5.40 -0.26
H -4.35 3.34 0.87
H -3.02 2.90 -0.20
H -3.45 0.76 -1.39
H -3.51 1.97 -2.58
H -4.91 0.78 -2.43
H -6.05 1.43 1.00
H -4.47 0.83 0.68
H -5.93 0.27 -0.13
H -7.78 2.05 -1.54
C -2.06 -3.64 7.05
C -1.95 -2.41 6.24
C -0.43 -2.02 6.25
O -2.28 -2.82 4.95
H -3.08 -3.92 7.31
H -1.61 -3.60 8.04
H -1.62 -4.50 6.55
H -2.56 -1.55 6.51
H -0.17 -1.83 7.29
H -0.33 -1.10 5.67
H 0.24 -2.79 5.84
H -3.21 -3.06 4.95
*
```

> The lowest frontier orbital gap belongs to which entry?

C66H141N7O8

> Which value of frontier orbital gap does entry 2 give?

8.36 eV

> The lowest molecular weight belongs to which entry?

C66H141N7O8